{
  "formula": "C24H19AlClO16",
  "method": "wB97M-V/def2-TZVPD",
  "largest_force_ev_per_a": 0.925,
  "gap_ev": 4.3,
  "homo_ev": -4.98,
  "e_tot_ev": -77076.3153,
  "total_charge": -1,
  "lumo_ha": -0.0248,
  "symbols": ["Al", "Cl", "H", "H", "H", "C", "C", "C", "O", "C", "C", "C", "O", "O", "O", "H", "H", "H", "H", "C", "C", "C", "O", "C", "C", "C", "O", "O", "O", "H", "H", "H", "H", "C", "C", "C", "O", "C", "C", "C", "O", "O", "O", "H", "H", "H", "H", "C", "C", "C", "O", "C", "C", "C", "O", "O", "O", "H", "H", "H", "H"],
  "xyz": [[-7.14195, 2.79982, 4.12181], [-9.38503, 2.75237, 4.07080], [-6.67927, 3.25689, 5.60771], [-6.54380, 1.33116, 3.78245], [-6.64175, 3.89235, 3.03763], [-3.71055, -0.25082, 4.88667], [-3.01405, -1.20453, 5.51611], [-1.54502, -1.05971, 5.82684], [-1.00485, -1.98108, 6.42046], [-0.85935, 0.14286, 5.40975], [-1.55132, 1.10323, 4.77548], [-3.02908, 0.96622, 4.48416], [-3.56529, 1.89269, 3.92075], [-1.02310, 2.23589, 4.35033], [-3.54207, -2.35654, 5.92493], [-4.76578, -0.33258, 4.65799], [0.19642, 0.22858, 5.62636], [-1.76871, 2.72335, 3.93814], [-2.81053, -2.84383, 6.34790], [1.04445, 5.28616, 2.96510], [1.32506, 4.07109, 2.46402], [2.20118, 3.89606, 1.24289], [2.42636, 2.75574, 0.87502], [2.71723, 5.07005, 0.58025], [2.42982, 6.28083, 1.08026], [1.58193, 6.45970, 2.32034], [1.40219, 7.60372, 2.69714], [2.85583, 7.41284, 0.54872], [0.86067, 2.95242, 2.98759], [0.42235, 5.42423, 3.83809], [3.32614, 4.93211, -0.30181], [2.49779, 8.12299, 1.11874], [1.19854, 2.22742, 2.42841], [3.20872, -1.69057, -0.77690], [2.62411, -0.66703, -0.12956], [1.14998, -0.35601, -0.30261], [0.68569, 0.56056, 0.34630], [0.37835, -1.16872, -1.21886], [0.96891, -2.18239, -1.87060], [2.43171, -2.51302, -1.67209], [2.87925, -3.46668, -2.28748], [0.33697, -2.96747, -2.72348], [3.28441, 0.11814, 0.69659], [4.25660, -1.92593, -0.65531], [-0.66781, -0.92875, -1.34622], [1.00124, -3.60024, -3.05625], [2.67999, 0.82333, 1.00971], [2.28656, -5.55079, -7.89257], [2.42930, -4.91428, -6.71991], [1.34207, -4.03077, -6.15141], [1.57212, -3.51480, -5.07261], [0.12389, -3.84934, -6.90425], [-0.01688, -4.48409, -8.07795], [1.05944, -5.38773, -8.63884], [0.82392, -5.92938, -9.70350], [-1.09111, -4.38139, -8.83999], [3.51032, -5.00085, -5.96657], [3.05522, -6.18649, -8.30821], [-0.63884, -3.20320, -6.49307], [-0.92231, -4.94513, -9.62037], [3.34372, -4.44871, -5.17504]]
}